{"formula": "C15H19Br4F9NO7S", "method": "wB97M-V/def2-TZVPD", "total_charge": -1, "e_tot_ev": -347147.2835, "homo_ev": -4.52, "lumo_energy_ev": 1.73, "molar_mass_g_mol": 847.982, "de_lowest_kcal_mol": 75.4, "orbital_gap_ev": 6.25, "elements": ["Br", "Br", "Br", "Br", "S", "F", "F", "F", "F", "F", "F", "F", "F", "F", "O", "O", "O", "O", "O", "O", "O", "N", "C", "C", "C", "C", "C", "C", "C", "C", "C", "C", "C", "C", "C", "C", "C", "H", "H", "H", "H", "H", "H", "H", "H", "H", "H", "H", "H", "H", "H", "H", "H", "H", "H", "H"], "xyz": [[3.696, -1.228, 3.924], [-4.715, 3.628, -2.376], [5.058, -0.523, 7.315], [-6.819, 5.222, 0.198], [3.594, -1.235, -2.694], [-5.926, 0.849, -1.216], [-2.468, 0.272, -1.057], [-3.811, -3.474, 0.392], [3.538, 0.032, -3.746], [-2.724, -1.636, 0.958], [-4.839, 0.476, 0.790], [-5.333, -1.855, -0.666], [-4.029, -2.257, -2.390], [-3.953, 0.150, -2.691], [4.522, 2.637, 1.022], [3.364, -2.252, 0.719], [3.739, -0.408, 1.862], [-1.156, -2.177, -1.735], [2.383, 2.646, 0.514], [4.914, -1.442, -2.123], [3.267, -2.419, -3.488], [2.426, -1.146, -1.487], [-3.071, -2.406, -0.138], [3.340, -0.971, 0.816], [-5.126, 5.510, -2.094], [-4.040, -1.661, -1.139], [4.855, -2.309, 5.075], [3.457, 2.166, 0.270], [0.224, -2.184, -1.336], [-4.721, 0.846, -0.538], [-5.169, 5.849, -0.626], [4.469, -2.210, 6.534], [-1.842, -3.065, -0.851], [2.736, -0.150, -0.414], [1.055, -1.020, -2.027], [3.640, 1.055, -0.849], [-3.755, -0.114, -1.336], [-1.186, -3.546, -0.082], [3.327, 1.552, -1.802], [0.730, -3.142, -1.635], [0.995, -1.157, -3.143], [5.363, 2.503, 0.551], [1.773, 0.286, -0.028], [4.727, -3.332, 4.718], [-2.257, -3.915, -1.469], [4.970, -2.983, 7.121], [0.378, -2.031, -0.228], [4.735, 0.831, -0.872], [5.875, -1.985, 4.881], [0.596, -0.012, -1.816], [-4.320, 6.054, -2.588], [-6.062, 5.711, -2.610], [3.396, -2.277, 6.696], [-4.347, 5.414, -0.062], [-4.302, 1.906, -0.525], [-5.172, 6.929, -0.483]]}


{"formula": "C15H19BrN4PS", "method": "wB97M-V/def2-TZVPD", "total_charge": 1, "e_tot_ev": -111980.9519, "homo_ev": -11.95, "lumo_energy_ev": -5.94, "molar_mass_g_mol": 398.290, "orbital_gap_ev": 6.00, "elements": ["Br", "S", "P", "N", "N", "N", "N", "C", "C", "C", "C", "C", "C", "C", "C", "C", "C", "C", "C", "C", "C", "C", "H", "H", "H", "H", "H", "H", "H", "H", "H", "H", "H", "H", "H", "H", "H", "H", "H", "H", "H"], "xyz": [[-0.188, -2.375, 3.137], [-0.779, 2.321, 2.330], [-1.216, 0.515, 2.799], [-5.288, 2.366, 0.350], [4.123, 0.041, -0.205], [3.806, -4.254, -0.800], [0.076, -0.670, 2.305], [1.917, 1.504, -1.093], [3.999, 0.411, -1.479], [1.810, -5.190, -1.750], [-5.946, 3.019, -0.607], [-5.433, 4.117, -1.281], [-4.167, 4.567, -0.943], [3.045, -3.643, 0.103], [-4.074, 2.815, 0.660], [1.033, -4.547, -0.803], [-3.468, 3.901, 0.051], [3.150, 0.404, 0.624], [3.186, -5.012, -1.704], [2.032, 1.128, 0.237], [2.923, 1.141, -1.970], [1.664, -3.758, 0.146], [-2.431, 0.035, 2.269], [1.060, 2.071, -1.436], [-6.013, 4.607, -2.050], [-6.934, 2.637, -0.839], [1.363, -5.817, -2.509], [-3.734, 5.422, -1.445], [1.270, 1.384, 0.962], [-1.283, 0.302, 4.189], [0.128, -0.802, 1.286], [3.832, -5.498, -2.426], [3.579, -3.033, 0.826], [3.289, 0.099, 1.661], [2.879, 1.415, -3.015], [4.806, 0.105, -2.133], [-3.563, 2.266, 1.445], [0.972, -0.310, 2.654], [-2.477, 4.218, 0.349], [1.098, -3.239, 0.910], [-0.044, -4.663, -0.804]]}


{"formula": "C15H19BrSiSm", "method": "wB97M-V/def2-TZVPD", "multiplicity": 6, "total_charge": -1, "e_tot_ev": -111689.5325, "homo_ev": [-4.56, -4.57], "lumo_energy_ev": [2.71, 2.71], "molar_mass_g_mol": 457.667, "orbital_gap_ev": [7.27, 7.28], "elements": ["Sm", "Br", "Si", "C", "C", "C", "C", "C", "C", "C", "C", "C", "C", "C", "C", "C", "C", "C", "H", "H", "H", "H", "H", "H", "H", "H", "H", "H", "H", "H", "H", "H", "H", "H", "H", "H", "H"], "xyz": [[0.101, 0.009, 0.189], [0.996, 1.030, 2.722], [0.263, -3.250, 4.272], [2.490, -0.490, -0.291], [1.474, 0.944, -1.822], [-1.471, -3.202, 4.950], [1.190, -0.414, -2.202], [2.276, 0.902, -0.616], [-0.011, -1.760, 1.721], [-2.430, -0.130, -0.705], [-1.892, 1.545, 0.782], [0.786, -4.892, 3.549], [1.822, -1.280, -1.265], [-1.850, 0.951, -1.453], [1.547, -2.427, 5.337], [-2.458, 0.245, 0.665], [0.154, -2.229, 2.845], [-1.495, 1.987, -0.520], [1.687, -2.364, -1.220], [2.909, -0.837, 0.639], [1.241, -1.396, 5.597], [1.631, -3.056, 6.243], [2.514, -2.372, 4.799], [0.851, -5.586, 4.404], [1.760, -4.771, 3.035], [-0.927, 2.865, -0.737], [-2.667, -0.423, 1.493], [-2.183, -3.563, 4.183], [0.031, -5.218, 2.806], [0.521, -0.707, -2.990], [-1.610, 0.937, -2.495], [-2.663, -1.107, -1.112], [1.086, 1.828, -2.263], [-1.469, -3.864, 5.835], [-1.643, 2.062, 1.713], [-1.751, -2.166, 5.222], [2.519, 1.744, -0.007]]}


{"formula": "C15H19ClN2O10RhS3Si", "method": "wB97M-V/def2-TZVPD", "total_charge": -1, "e_tot_ev": -95228.4443, "homo_ev": -5.93, "lumo_energy_ev": 2.07, "molar_mass_g_mol": 649.967, "de_lowest_kcal_mol": 0.0, "orbital_gap_ev": 7.99, "elements": ["Rh", "Cl", "S", "S", "S", "Si", "O", "O", "O", "O", "O", "O", "O", "O", "O", "O", "N", "N", "C", "C", "C", "C", "C", "C", "C", "C", "C", "C", "C", "C", "C", "C", "C", "H", "H", "H", "H", "H", "H", "H", "H", "H", "H", "H", "H", "H", "H", "H", "H", "H", "H", "H"], "xyz": [[0.117, -0.079, -0.036], [-0.786, -3.177, -0.697], [1.486, 2.694, 0.773], [2.303, 0.337, -1.676], [0.087, -0.435, 2.256], [-4.808, -0.217, -0.413], [-1.620, -2.966, -1.823], [2.313, 1.983, 1.715], [-0.026, -4.388, -0.801], [1.044, 4.007, 1.160], [-1.546, -3.187, 0.531], [0.874, 0.509, -2.036], [2.331, -0.209, -0.298], [0.305, 1.912, 0.281], [0.239, -2.085, -0.615], [3.094, -0.367, -2.640], [0.776, -3.092, 2.168], [2.444, -1.782, 2.518], [-1.810, -0.025, -0.078], [3.225, -0.558, 2.685], [2.551, 2.960, -0.660], [2.936, -3.069, 2.479], [-3.020, -0.077, -0.155], [1.124, -1.806, 2.304], [-5.536, 1.468, -0.803], [4.009, 4.564, -1.730], [2.969, 1.992, -1.581], [-5.145, -1.383, -1.840], [1.888, -3.890, 2.240], [3.076, 4.242, -0.755], [3.906, 2.318, -2.550], [4.433, 3.599, -2.625], [-5.623, -0.886, 1.138], [-6.218, -1.523, -1.994], [1.841, -4.953, 2.096], [-4.688, -2.356, -1.651], [-6.613, 1.400, -0.980], [4.402, 5.572, -1.783], [3.122, 0.065, 1.798], [-5.366, 2.161, 0.024], [2.851, 0.004, 3.538], [-5.186, -1.848, 1.412], [-6.699, -1.024, 0.995], [4.261, -0.844, 2.844], [-4.712, -0.991, -2.763], [3.982, -3.279, 2.612], [-0.152, -3.352, 1.815], [5.164, 3.837, -3.388], [4.207, 1.550, -3.249], [-5.474, -0.201, 1.975], [2.734, 4.983, -0.047], [-5.067, 1.891, -1.693]]}


{"formula": "C15H19ClN2O4", "method": "wB97M-V/def2-TZVPD", "e_tot_ev": -39556.7620, "homo_ev": -8.53, "lumo_energy_ev": 0.70, "molar_mass_g_mol": 326.780, "de_lowest_kcal_mol": 10.2, "orbital_gap_ev": 9.24, "elements": ["Cl", "O", "O", "O", "O", "N", "N", "C", "C", "C", "C", "C", "C", "C", "C", "C", "C", "C", "C", "C", "C", "C", "H", "H", "H", "H", "H", "H", "H", "H", "H", "H", "H", "H", "H", "H", "H", "H", "H", "H", "H"], "xyz": [[8.961, 1.403, -0.718], [4.154, -1.690, 0.592], [-4.982, -0.383, -1.150], [-1.095, 1.470, 1.034], [-0.540, -1.574, -0.597], [0.927, 0.044, 0.062], [-2.599, -0.100, 0.352], [-3.810, 0.583, 0.725], [2.912, -1.121, 0.929], [-6.376, -0.635, -1.096], [-0.289, -0.503, -0.080], [-1.377, 0.413, 0.491], [5.232, 0.500, 0.374], [6.386, 1.201, 0.064], [-6.944, 0.292, -0.023], [-4.680, 0.853, -0.517], [2.155, -0.602, -0.309], [7.525, 0.521, -0.328], [5.214, -0.889, 0.295], [-6.020, 1.502, -0.149], [6.373, -1.559, -0.102], [7.522, -0.864, -0.412], [-6.524, -1.695, -0.879], [-3.520, 1.523, 1.200], [3.028, -0.318, 1.668], [-6.820, -0.411, -2.076], [0.945, 0.933, 0.548], [6.347, -2.635, -0.156], [-2.685, -0.957, -0.183], [1.899, -1.446, -0.955], [8.413, -1.389, -0.717], [2.788, 0.094, -0.868], [-7.989, 0.535, -0.199], [-5.952, 2.085, 0.766], [-4.100, 1.464, -1.220], [6.395, 2.277, 0.128], [-4.369, -0.035, 1.434], [4.362, 1.059, 0.680], [2.341, -1.933, 1.386], [-6.849, -0.162, 0.963], [-6.356, 2.150, -0.958]]}


{"formula": "C15H19CrNO9P2S", "method": "wB97M-V/def2-TZVPD", "multiplicity": 5, "e_tot_ev": -93624.3670, "homo_ev": [-8.35, -9.33], "lumo_energy_ev": [0.11, 0.10], "molar_mass_g_mol": 503.326, "orbital_gap_ev": [8.46, 9.44], "elements": ["Cr", "S", "P", "P", "O", "O", "O", "O", "O", "O", "O", "O", "O", "N", "C", "C", "C", "C", "C", "C", "C", "C", "C", "C", "C", "C", "C", "C", "C", "H", "H", "H", "H", "H", "H", "H", "H", "H", "H", "H", "H", "H", "H", "H", "H", "H", "H", "H"], "xyz": [[1.868, -0.015, 1.290], [-0.776, 0.322, -0.216], [4.211, -0.116, 0.006], [3.135, 2.481, 0.128], [2.376, 2.112, -1.231], [4.455, 1.473, 0.021], [-0.175, 0.390, 1.184], [5.613, -0.689, -0.465], [1.243, -1.958, 1.171], [3.840, -0.563, 1.414], [3.508, 3.891, 0.168], [2.347, 1.890, 1.310], [3.141, -0.457, -0.988], [0.758, -4.150, 0.983], [-0.390, 3.025, 0.017], [-4.392, 0.609, 1.535], [-4.712, -0.386, -0.635], [1.276, -5.496, 0.750], [-0.835, 2.170, -2.211], [-0.689, 1.986, -0.846], [-3.348, -0.303, -0.876], [-0.376, 4.503, -1.879], [1.603, -3.133, 1.100], [-3.028, 0.701, 1.306], [-0.230, 4.294, -0.515], [-5.231, 0.066, 0.570], [-0.674, -3.896, 0.913], [-0.688, 3.449, -2.726], [-2.528, 0.250, 0.094], [-2.930, -0.660, -1.810], [-2.355, 1.104, 2.051], [-0.223, 2.832, 1.068], [2.567, 1.186, -1.491], [-4.802, 0.965, 2.471], [-0.780, 3.613, -3.791], [0.438, -6.186, 0.705], [-0.901, -2.986, 1.462], [-1.037, 1.332, -2.866], [1.820, -5.554, -0.192], [-0.225, 5.493, -2.289], [0.044, 5.114, 0.135], [1.930, -5.804, 1.564], [-6.293, -0.012, 0.761], [2.664, -3.406, 1.137], [-5.367, -0.809, -1.385], [-1.001, -3.773, -0.122], [-1.207, -4.733, 1.360], [6.357, -0.167, -0.141]]}